Here is the molecule C3H4N2O3 at a distorted geometry from the Open Molecules 2025 dataset. Energies are from ωB97M-V with the def2-TZVPD basis set.

Computed properties:
SMILES: O=CNC(=O)NC=O
Electronic energy in Ha: -451.8337
Frontier orbital gap in Eh: 0.3719

```
! wB97M-V def2-TZVPD RIJCOSX def2/J DEFGRID3
* xyz 0 1
O -2.5700 -1.0352 -0.0936
C -1.5108 -0.7350 -0.3453
N -1.1047 0.6770 0.0062
C 0.1780 1.3262 0.0356
O 0.3759 2.5263 -0.2700
N 1.3834 0.4434 -0.0747
C 1.3672 -0.8692 0.4275
O 2.0579 -1.8366 -0.3232
H -0.9545 -1.6730 -0.6529
H -1.8164 1.0227 0.7779
H 2.1614 0.9161 -0.6924
H 0.4325 -0.7626 1.2050
*
```

Atom charges from the natural (NBO) analysis, given in e for atoms 1 to 4: O -0.506; C 0.523; N -0.733; C 0.781